w:
Formula: C4H10NO2
Source: the Open Molecules 2025 dataset
Level of theory: wB97M-V/def2-TZVPD

Output
- Total charge: -1
- Highest occupied orbital energy: -3.169 eV
- Gap between HOMO and LUMO: 7.49 eV
- SMILES string: [O-]CCCNCO
- LUMO energy: 4.326 eV

```
17
C4H10NO2 | the Open Molecules 2025 dataset | wB97M-V/def2-TZVPD
C -0.32 0.79 -0.84
C -1.23 0.88 0.40
C -0.29 0.72 1.67
O -0.07 -0.60 2.04
N -0.22 -0.61 -1.30
C 1.11 -1.23 -1.16
O 1.40 -1.87 0.07
H -0.68 1.49 -1.60
H 0.70 1.12 -0.75
H -1.70 1.86 0.42
H -1.85 -0.01 0.43
H 0.70 1.08 1.32
H -0.67 1.36 2.49
H -0.91 -1.16 -0.85
H 1.85 -0.44 -1.40
H 1.24 -2.05 -1.90
H 0.94 -1.34 0.96
```

***

x:
Formula: C4H10NO2
Source: the Open Molecules 2025 dataset
Level of theory: wB97M-V/def2-TZVPD

Output
- Total charge: -1
- Highest occupied orbital energy: -2.406 eV
- Gap between HOMO and LUMO: 5.66 eV
- LUMO energy: 3.250 eV

```
17
C4H10NO2 | the Open Molecules 2025 dataset | wB97M-V/def2-TZVPD
C -1.22 1.16 -1.24
N 0.15 0.70 -0.98
C 0.52 -0.42 -1.96
O 0.18 -0.22 -3.22
H -1.27 2.10 -1.80
H -1.77 1.27 -0.30
H -1.73 0.43 -1.88
H 0.77 1.45 -1.28
H 0.06 -1.32 -1.48
H 1.62 -0.53 -1.78
C -0.58 -0.87 2.00
C 0.66 -0.43 2.12
O 1.55 -1.07 2.97
H -1.24 -0.52 1.23
H -0.86 -1.74 2.59
H 1.07 0.43 1.60
H 2.08 -0.41 3.41
```

***

w is the most stable structure; the next one sits 0.0322 hartree above it.

***

w:
Formula: C3H13NO2S2
Source: the Open Molecules 2025 dataset
Level of theory: wB97M-V/def2-TZVPD

Output
- Total charge: 0
- Highest occupied orbital energy: -8.338 eV
- Gap between HOMO and LUMO: 8.81 eV
- SMILES string: CSSCCN.O.O
- LUMO energy: 0.471 eV

```
21
C3H13NO2S2 | the Open Molecules 2025 dataset | wB97M-V/def2-TZVPD
N -2.54 -0.62 -0.07
C -1.86 0.63 -0.35
C -0.76 0.64 -1.40
S 0.86 0.10 -0.73
S 1.42 1.69 0.44
C 1.82 3.04 -0.71
H -3.21 -0.80 -0.81
H -1.94 -1.43 0.08
H -2.65 1.33 -0.64
H -1.40 1.05 0.54
H -0.83 -0.10 -2.21
H -0.66 1.59 -1.91
H 0.91 3.53 -1.05
H 2.52 3.69 -0.18
H 2.32 2.66 -1.60
H 0.54 -2.89 2.92
H -0.92 -2.47 3.04
O -0.34 -3.21 2.79
H -0.60 -3.10 1.05
H -1.40 -3.94 0.03
O -0.81 -3.15 0.12
```

***

x:
Formula: C3H13NO2S2
Source: the Open Molecules 2025 dataset
Level of theory: wB97M-V/def2-TZVPD

Output
- Total charge: 0
- Highest occupied orbital energy: -8.810 eV
- Gap between HOMO and LUMO: 9.19 eV
- SMILES string: CNCCSS.O.O
- LUMO energy: 0.385 eV

```
21
C3H13NO2S2 | the Open Molecules 2025 dataset | wB97M-V/def2-TZVPD
S 1.24 2.16 1.91
S 1.43 0.89 0.39
C 1.39 -0.83 1.20
C 0.48 -1.00 2.42
N -0.86 -0.76 1.86
C -1.68 -1.93 1.55
H 2.48 2.20 2.51
H 0.94 -1.46 0.37
H 2.39 -1.14 1.48
H 0.64 -0.29 3.26
H 0.64 -2.01 2.76
H -1.32 -0.15 2.53
H -1.38 -2.91 1.93
H -2.05 -1.94 0.55
H -2.69 -1.76 2.00
H -3.47 -1.69 -4.59
H -2.38 -1.19 -3.59
O -3.29 -1.08 -3.87
H -0.79 0.20 -4.99
H -0.33 0.72 -6.19
O -0.55 -0.17 -5.86
```

***

w is the most stable structure; the next one sits 0.0479 hartree above it.

***

w:
Formula: C5H9FO2
Source: the Open Molecules 2025 dataset
Level of theory: wB97M-V/def2-TZVPD

Output
- Total charge: 0
- Highest occupied orbital energy: -9.894 eV
- Gap between HOMO and LUMO: 10.48 eV
- SMILES string: C[C@@]1(F)C[C@@H](O)[C@H]1O
- LUMO energy: 0.589 eV

```
17
C5H9FO2 | the Open Molecules 2025 dataset | wB97M-V/def2-TZVPD
C 1.95 0.71 0.68
C 0.91 -0.22 0.08
C -0.20 -0.96 0.89
C -1.18 -0.66 -0.24
C -0.21 0.44 -0.76
H 1.56 1.42 1.37
H 2.77 0.18 1.13
H 2.41 1.33 -0.04
H -0.02 -2.01 1.20
H -0.49 -0.36 1.74
H -1.21 -1.56 -0.88
H -2.26 0.67 0.57
H -0.05 0.54 -1.84
H 0.00 2.40 -0.58
O -2.39 -0.22 0.25
O -0.57 1.71 -0.19
F 1.49 -1.14 -0.77
```

***

x:
Formula: C5H9FO2
Source: the Open Molecules 2025 dataset
Level of theory: wB97M-V/def2-TZVPD

Output
- Total charge: 0
- Highest occupied orbital energy: -9.631 eV
- Gap between HOMO and LUMO: 10.00 eV
- LUMO energy: 0.367 eV

```
17
C5H9FO2 | the Open Molecules 2025 dataset | wB97M-V/def2-TZVPD
C -1.61 0.90 -0.41
C -0.40 0.32 -0.66
C 0.93 0.87 -0.27
C 1.49 -0.50 0.06
C 0.04 -0.99 -0.03
H -2.01 0.42 0.71
H -1.84 2.16 -0.38
H -2.27 0.33 -1.43
H 1.64 1.66 -0.75
H 0.59 1.29 0.79
H 1.94 -0.69 -0.82
H 1.43 -1.16 1.85
H -0.14 -1.94 -0.62
H -1.35 -0.83 1.37
O 2.18 -0.57 1.26
O -0.28 -1.06 1.34
F -0.34 -0.23 -2.02
```

***

w is the most stable structure; the next one sits 0.1521 hartree above it.

***

w:
Formula: C4H14NO
Source: the Open Molecules 2025 dataset
Level of theory: wB97M-V/def2-TZVPD

Output
- Total charge: +1
- Highest occupied orbital energy: -15.232 eV
- Gap between HOMO and LUMO: 12.31 eV
- LUMO energy: -2.922 eV

```
20
C4H14NO | the Open Molecules 2025 dataset | wB97M-V/def2-TZVPD
C -2.47 -0.30 -0.25
C -1.33 0.14 0.64
N -0.17 0.56 -0.23
C 0.84 1.42 0.45
C 1.96 1.82 -0.51
H -3.44 -0.47 0.23
H -2.30 -1.25 -0.75
H -2.68 0.41 -1.05
H -1.63 1.05 1.16
H -1.04 -0.66 1.30
H -0.59 0.97 -1.05
H 0.31 -0.30 -0.53
H 1.20 0.85 1.29
H 0.30 2.27 0.85
H 2.29 0.96 -1.08
H 1.61 2.59 -1.19
H 2.74 2.21 0.12
H 1.83 -3.36 -0.15
H 0.28 -3.61 -0.11
O 0.98 -2.97 0.07
```

***

x:
Formula: C4H14NO
Source: the Open Molecules 2025 dataset
Level of theory: wB97M-V/def2-TZVPD

Output
- Total charge: +1
- Highest occupied orbital energy: -15.205 eV
- Gap between HOMO and LUMO: 11.90 eV
- LUMO energy: -3.302 eV

```
20
C4H14NO | the Open Molecules 2025 dataset | wB97M-V/def2-TZVPD
C 0.02 0.50 -0.06
C -1.27 -0.29 -0.05
C -1.68 -0.73 -1.49
C -0.69 -1.75 -2.07
N 0.43 0.64 1.48
H 0.21 1.45 -0.54
H 0.83 -0.15 -0.33
H -2.03 0.40 0.37
H -1.37 -1.20 0.56
H -1.67 0.22 -2.03
H -2.68 -1.16 -1.50
H -0.72 -2.66 -1.47
H -0.96 -1.84 -3.11
H 0.32 -1.34 -2.02
H 0.65 -0.28 1.84
H 1.23 1.26 1.68
H -0.35 1.21 1.79
H 3.05 2.56 2.74
H 3.74 1.34 2.09
O 2.92 1.83 2.13
```

***

w is the most stable structure; the next one sits 0.0192 hartree above it.

***

w:
Formula: C20H31As2HfN6O11P2S
Source: the Open Molecules 2025 dataset
Level of theory: wB97M-V/def2-TZVPD

Output
- Total charge: +1
- Highest occupied orbital energy: -11.875 eV
- Gap between HOMO and LUMO: 8.96 eV
- LUMO energy: -2.918 eV

```
74
C20H31As2HfN6O11P2S | the Open Molecules 2025 dataset | wB97M-V/def2-TZVPD
Hf 0.69 -1.89 -0.14
C 4.50 -1.34 -1.26
As 3.54 -1.88 0.33
C 4.71 -3.25 0.96
C 3.90 -0.38 1.45
C 4.79 -0.42 2.52
C 4.95 0.70 3.33
C 4.21 1.85 3.07
C 3.32 1.89 2.01
C 3.14 0.77 1.21
As 1.79 0.76 -0.20
C 2.61 1.91 -1.50
C 0.53 2.01 0.57
H 5.50 -1.04 -0.96
H 4.00 -0.53 -1.76
H 4.56 -2.19 -1.95
H 5.72 -2.84 0.92
H 4.64 -4.11 0.30
H 4.45 -3.56 1.96
H 5.38 -1.30 2.72
H 5.63 0.67 4.16
H 4.33 2.72 3.70
H 2.76 2.80 1.83
H 3.09 2.70 -0.93
H 1.84 2.32 -2.15
H 3.35 1.39 -2.11
H 0.99 2.99 0.59
H 0.29 1.68 1.58
H -0.38 2.05 -0.03
O -1.15 -2.71 -2.43
P -1.47 -3.75 -1.25
O -2.77 -4.38 -1.41
O -1.07 -2.91 0.00
O -0.19 -4.80 -1.43
P 1.27 -4.27 -1.04
O 2.29 -5.33 -1.53
O 1.30 -3.93 0.43
O 1.51 -2.91 -1.73
H -1.44 -3.07 -3.27
H 2.07 -6.26 -1.39
N -0.03 -3.33 5.93
C 0.45 -2.87 4.98
N 1.07 -2.35 3.93
C 0.77 -1.78 2.89
N 0.65 -1.23 1.83
C -4.26 5.63 -0.45
C -4.65 4.30 0.21
S -3.89 2.96 -0.64
O -3.92 3.20 -2.06
O -2.62 2.67 0.01
C -4.94 1.58 -0.32
C -4.57 0.39 -1.20
N -3.12 0.15 -1.36
C -2.29 -0.28 -0.39
N -1.03 -0.30 -0.82
C -1.05 0.17 -2.11
C -2.32 0.46 -2.44
N -2.75 0.91 -3.75
O -1.88 1.33 -4.47
O -3.94 0.88 -4.01
C -2.77 -0.58 0.99
H -4.70 6.45 0.11
H -4.62 5.67 -1.48
H -3.18 5.76 -0.46
H -5.73 4.14 0.19
H -4.29 4.23 1.24
H -5.95 1.88 -0.60
H -4.90 1.38 0.75
H -4.94 0.56 -2.20
H -5.02 -0.52 -0.81
H -0.18 0.27 -2.73
H -3.73 -1.08 0.98
H -2.86 0.37 1.54
H -2.06 -1.21 1.51
```

***

x:
Formula: C20H31As2HfN6O11P2S
Source: the Open Molecules 2025 dataset
Level of theory: wB97M-V/def2-TZVPD

Output
- Total charge: +1
- Highest occupied orbital energy: -11.849 eV
- Gap between HOMO and LUMO: 8.23 eV
- LUMO energy: -3.624 eV

```
74
C20H31As2HfN6O11P2S | the Open Molecules 2025 dataset | wB97M-V/def2-TZVPD
Hf -2.34 0.33 1.05
C -1.09 1.25 5.81
As -0.67 0.31 4.17
C -0.54 -1.52 4.78
C 1.21 0.68 3.87
C 2.18 0.47 4.85
C 3.52 0.67 4.56
C 3.90 1.06 3.28
C 2.95 1.28 2.30
C 1.60 1.10 2.60
As 0.22 1.62 1.35
C -0.25 3.32 2.20
C 1.19 2.28 -0.19
H -0.42 0.91 6.61
H -2.12 1.04 6.10
H -0.97 2.32 5.66
H 0.19 -1.58 5.59
H -0.22 -2.16 3.96
H -1.51 -1.87 5.14
H 1.90 0.15 5.85
H 4.27 0.51 5.32
H 4.95 1.21 3.05
H 3.26 1.61 1.32
H 0.67 3.72 2.63
H -0.99 3.17 2.99
H -0.65 4.01 1.47
H 1.87 1.53 -0.59
H 1.76 3.16 0.12
H 0.49 2.56 -0.98
O -4.05 -2.10 3.92
P -3.69 -1.37 2.60
O -3.75 0.17 2.63
O -2.27 -1.62 2.12
O -4.76 -1.86 1.52
P -4.71 -1.25 -0.03
O -4.95 0.32 0.22
O -5.65 -1.91 -0.90
O -3.18 -1.10 -0.25
H -4.93 -2.50 3.98
H -5.84 0.69 0.13
N -0.75 3.68 -3.13
C -1.40 3.83 -2.19
N -2.13 4.01 -1.09
C -2.44 3.12 -0.29
N -2.75 2.37 0.58
C 4.70 -3.48 -4.94
C 3.67 -2.64 -4.20
S 2.66 -1.75 -5.35
O 1.82 -2.69 -6.04
O 3.50 -0.83 -6.07
C 1.58 -0.75 -4.34
C 0.39 -1.53 -3.81
N -0.46 -0.68 -2.96
C -0.35 -0.54 -1.62
N -1.23 0.35 -1.16
C -1.97 0.76 -2.24
C -1.48 0.16 -3.34
N -1.92 0.39 -4.70
O -2.93 1.04 -4.83
O -1.25 -0.09 -5.60
C 0.57 -1.35 -0.77
H 5.30 -4.03 -4.22
H 5.36 -2.84 -5.53
H 4.22 -4.18 -5.61
H 4.14 -1.90 -3.55
H 3.00 -3.28 -3.61
H 1.24 0.05 -5.00
H 2.18 -0.31 -3.54
H 0.68 -2.39 -3.20
H -0.21 -1.91 -4.63
H -2.78 1.47 -2.18
H 1.38 -1.79 -1.35
H 0.03 -2.16 -0.28
H 1.02 -0.73 0.00
```

***

w is the most stable structure; the next one sits 0.0330 hartree above it.